Record 1
A 10-piece molecular cluster, C40H55BrCl18F4NO4PS overall in a non-equilibrium geometry. Source: OMol25; level of theory: wB97M-V/def2-TZVPD.

Computed properties:
gap between HOMO and LUMO: 7.468 eV
HOMO: -0.3107 hartree

Element x y z (Å)
C: 3.98145 -3.14190 0.73059
O: 2.77046 -2.68788 0.16840
C: 2.99540 -1.69884 -0.83627
C: 2.29875 -0.39708 -0.48734
C: 0.77487 -0.42844 -0.75803
C: -0.08508 0.05918 0.37902
C: 0.13961 1.32674 0.92322
O: 1.16609 2.08808 0.42648
C: -0.62476 1.87256 1.96134
C: -0.25340 3.25932 2.43150
C: 0.30573 3.27391 3.83330
N: -0.10137 4.01711 4.77139
C: -1.67609 1.11445 2.51012
P: -2.67029 1.84865 3.85354
S: -3.60370 3.50277 3.37031
C: -1.92121 -0.15532 1.96451
C: -1.13306 -0.67938 0.93039
C: -1.45096 -2.05905 0.45447
O: -0.58984 -2.86231 0.21911
C: -2.91034 -2.37061 0.35980
C: -3.70099 -1.83322 1.37646
C: -5.06087 -2.08637 1.39001
C: -5.62698 -2.86383 0.39079
C: -4.85846 -3.40711 -0.63883
C: -5.57296 -4.28260 -1.65706
F: -5.32416 -5.59126 -1.38935
F: -6.91440 -4.11130 -1.48660
C: -5.30163 -4.01242 -3.15314
F: -5.04282 -2.70453 -3.34981
F: -6.38485 -4.37157 -3.87490
C: -3.48571 -3.15532 -0.63763
Br: -2.34032 -3.92703 -1.94739
C: -3.03000 -1.03397 2.44320
O: -3.37661 -1.12978 3.59325
H: 4.46482 -2.34178 1.30312
H: 4.66839 -3.48776 -0.04727
H: 3.79650 -3.96649 1.41303
H: 4.07117 -1.53078 -0.91420
H: 2.65235 -2.07488 -1.80438
H: 2.75257 0.37478 -1.11127
H: 2.53618 -0.11903 0.53695
H: 0.47872 -1.41293 -1.09201
H: 0.58578 0.25154 -1.59661
H: 1.00937 2.21036 -0.51926
H: 0.53032 3.65723 1.79044
H: -1.11907 3.91428 2.34799
H: 1.11066 2.56394 4.01106
H: -0.87144 4.60459 4.44546
H: -3.56906 0.90603 4.33812
H: -1.75629 2.05472 4.89229
H: -5.66755 -1.68769 2.18998
H: -6.68857 -3.03989 0.44694
H: -4.46674 -4.61328 -3.50480
Cl: -0.74749 -5.84852 -3.72511
C: -0.42750 -7.42528 -2.94880
C: 1.03528 -7.61360 -2.64194
Cl: 2.01635 -7.77475 -4.12116
H: -0.80604 -8.19913 -3.61110
H: -1.00039 -7.44729 -2.02209
H: 1.17089 -8.52407 -2.06094
H: 1.43319 -6.77723 -2.07205
Cl: 1.85218 4.35485 -1.24347
C: 0.71268 5.49196 -2.02393
C: -0.34801 5.96816 -1.07179
Cl: -1.47843 4.65986 -0.63759
H: 0.26828 4.98676 -2.87799
H: 1.30339 6.33093 -2.38694
H: -0.93710 6.74834 -1.54930
H: 0.07962 6.36773 -0.15485
Cl: -4.51827 6.12921 -0.55732
C: -4.88367 7.35046 -1.80127
C: -4.68642 6.82017 -3.19811
Cl: -2.96944 6.51359 -3.57525
H: -4.25603 8.21790 -1.61175
H: -5.92535 7.63985 -1.67107
H: -5.04228 7.55186 -3.92170
H: -5.22840 5.89024 -3.34878
Cl: 2.27219 -2.46418 -4.85151
C: 1.73199 -3.41706 -6.26113
C: 2.02834 -4.88534 -6.10068
Cl: 3.77598 -5.23499 -6.15988
H: 2.21221 -3.00494 -7.14486
H: 0.65635 -3.27125 -6.34768
H: 1.56555 -5.44295 -6.91369
H: 1.64497 -5.26584 -5.16069
Cl: 1.90144 -6.84811 2.12338
C: 0.42735 -6.11553 2.81578
C: 0.26117 -4.67894 2.39477
Cl: 1.49298 -3.61614 3.11813
H: 0.48315 -6.21372 3.89685
H: -0.41707 -6.70112 2.45510
H: -0.71024 -4.31225 2.72499
H: 0.32369 -4.56748 1.31737
Cl: -4.67109 -7.16961 1.94797
C: -5.18770 -8.19705 0.58579
C: -4.73820 -9.62517 0.75023
Cl: -2.96805 -9.79152 0.60244
H: -4.79505 -7.76026 -0.32785
H: -6.27497 -8.15463 0.55089
H: -5.18171 -10.23935 -0.03157
H: -5.03145 -10.02663 1.71665
Cl: 3.48086 2.11984 3.01052
C: 4.46329 1.93770 4.48711
C: 5.24153 3.18697 4.80568
Cl: 6.53401 3.49288 3.61271
H: 5.11943 1.08264 4.34725
H: 3.77600 1.71962 5.30322
H: 5.72293 3.08167 5.77653
H: 4.59707 4.06179 4.83162
Cl: 2.59912 8.05498 -4.34983
C: 1.53845 9.22362 -5.18151
C: 0.47198 9.76951 -4.26781
Cl: -0.73106 8.52796 -3.82464
H: 1.10461 8.72447 -6.04405
H: 2.17385 10.03551 -5.53085
H: -0.06886 10.56898 -4.77138
H: 0.90140 10.16570 -3.35101
Cl: 7.68504 6.90348 7.15477
C: 8.40270 7.19522 5.54806
C: 8.96798 5.93688 4.94352
Cl: 10.41273 5.35919 5.81546
H: 9.16430 7.96298 5.65731
H: 7.60781 7.57917 4.91080
H: 9.27291 6.12969 3.91620
H: 8.23341 5.13693 4.94344

Results of the Löwdin charge analysis, in e, for atoms 1 through 6: atom 1 (C): -0.1381, atom 2 (O): -0.2109, atom 3 (C): -0.2194, atom 4 (C): -0.1387, atom 5 (C): -0.0905, atom 6 (C): -0.0478



Record 2
C40H56FN4O3PPtTe as an isolated structure. Source: OMol25; level of theory: wB97M-V/def2-TZVPD.

Computed properties:
ΔE to the lowest compared entry with this formula, charge and spin: 0.0 kcal/mol
total charge: +1
gap between HOMO and LUMO (spin up / spin down): 6.561 / 6.406 eV
spin multiplicity: 2
HOMO (spin up / spin down): -0.3442 / -0.3440 hartree

Element x y z (Å)
Pt: 0.80911 -0.73623 0.36525
C: -3.14997 -0.00233 3.83975
C: -2.04871 0.29976 2.81851
C: -2.31690 1.63805 2.12795
C: -0.67232 0.25914 3.48035
C: -0.38477 1.16494 4.49313
C: 0.83830 1.13910 5.14042
C: 1.77982 0.19284 4.77433
C: 1.54198 -0.74063 3.76574
C: 2.70021 -1.67700 3.44917
C: 2.34633 -3.10993 3.05791
C: 3.64148 -1.03381 2.42447
C: 0.29741 -0.69499 3.10882
N: -0.02908 -1.55721 2.02171
C: -0.82401 -2.63945 2.28143
C: -1.19158 -3.01984 3.58937
C: -1.97712 -4.12944 3.84896
C: -2.43988 -4.93966 2.82154
C: -2.08579 -4.61028 1.52089
C: -1.31256 -3.49514 1.28249
F: -1.00670 -3.22814 -0.02570
H: -4.13830 0.00541 3.36675
H: -3.17528 0.75684 4.62364
H: -3.00437 -0.97232 4.31182
H: -2.04993 -0.47648 2.04975
H: -2.17963 2.47516 2.81457
H: -3.35028 1.69224 1.77134
H: -1.66448 1.78096 1.26599
H: -1.12725 1.89835 4.78428
H: 1.05426 1.84517 5.93173
H: 2.73401 0.16538 5.28779
H: 3.25975 -1.74051 4.38701
H: 1.92836 -3.16686 2.05363
H: 1.62899 -3.55332 3.75055
H: 3.25385 -3.71530 3.07735
H: 3.11285 -0.80855 1.49555
H: 4.45981 -1.70966 2.17485
H: 4.06238 -0.10412 2.81369
H: -0.83081 -2.42259 4.41611
H: -2.21762 -4.36967 4.87672
H: -3.03957 -5.81565 3.02332
H: -2.38836 -5.21933 0.67709
C: 1.91864 -4.30090 -0.76747
C: 2.29682 -2.83988 -0.79753
O: 3.44066 -2.44341 -0.71540
N: 1.21228 -1.99008 -1.02364
Te: 2.10543 0.55057 -1.42853
C: 2.16351 2.61276 -0.92120
C: 2.70518 3.48716 -1.86992
C: 3.11229 3.06347 -3.25768
C: 2.85742 4.82674 -1.52254
C: 2.52304 5.30378 -0.26429
C: 2.72101 6.74778 0.10172
C: 2.00392 4.40516 0.66030
C: 1.80874 3.06478 0.35450
C: 1.20747 2.18249 1.41497
C: 0.75400 0.70529 -3.06776
C: -0.41397 1.47634 -3.02055
C: -0.92296 2.16242 -1.78344
C: -1.15235 1.63234 -4.19734
C: -0.76603 1.05827 -5.39827
C: -1.54904 1.28434 -6.66167
C: 0.37800 0.26038 -5.40391
C: 1.15019 0.07279 -4.26011
C: 2.38141 -0.79217 -4.35805
H: 2.81727 -4.90031 -0.64666
H: 1.40694 -4.57595 -1.69069
H: 1.22974 -4.48488 0.05821
H: 3.60397 2.08828 -3.26856
H: 3.81208 3.78318 -3.67877
H: 2.24914 3.00516 -3.92505
H: 3.26651 5.51114 -2.25732
H: 3.06908 7.32875 -0.75052
H: 3.45716 6.84528 0.90109
H: 1.79056 7.19035 0.45943
H: 1.72958 4.75890 1.64857
H: 0.62809 2.76993 2.12561
H: 1.96077 1.62866 1.97977
H: 0.49591 1.46618 0.97488
H: -0.69901 1.58868 -0.88429
H: -2.00556 2.26992 -1.84283
H: -0.48169 3.15555 -1.68675
H: -2.05668 2.22931 -4.16038
H: -2.48277 1.80640 -6.46089
H: -1.78100 0.34330 -7.16277
H: -0.97132 1.88644 -7.36481
H: 0.69580 -0.20716 -6.33016
H: 2.59525 -1.03301 -5.39786
H: 2.25539 -1.72655 -3.80602
H: 3.26105 -0.30046 -3.94129
N: -1.99601 -1.37240 -3.75304
C: -1.91631 -1.88773 -2.34549
P: -2.94126 -0.70454 -1.36676
O: -3.78273 -0.04313 -2.42067
O: -2.16809 0.06430 -0.35606
C: -4.06362 -1.69550 -0.27906
N: -4.45486 -0.67340 0.75546
H: -1.16051 -0.82864 -4.00198
H: -2.82272 -0.72041 -3.75017
H: -2.11047 -2.10854 -4.44427
H: -0.87789 -1.90836 -2.01419
H: -2.32811 -2.89455 -2.30659
H: -3.52203 -2.47101 0.25591
H: -4.94860 -2.09759 -0.76496
H: -5.10092 0.01432 0.36544
H: -3.57165 -0.17188 0.98591
H: -4.85979 -1.08335 1.59637

Results of the Löwdin charge analysis, in e, for atoms 1 through 6: atom 1 (Pt): 0.8365, atom 2 (C): -0.0431, atom 3 (C): -0.3751, atom 4 (C): -0.0596, atom 5 (C): -0.1502, atom 6 (C): -0.0437



Record 3
C40H57BN8O2V as an isolated structure. Source: OMol25; level of theory: wB97M-V/def2-TZVPD.

Computed properties:
ΔE to the lowest compared entry with this formula, charge and spin: 5.8 kcal/mol
gap between HOMO and LUMO (spin up / spin down): 6.761 / 8.489 eV
spin multiplicity: 4
HOMO (spin up / spin down): -0.2261 / -0.2900 hartree

Element x y z (Å)
V: -0.35628 -0.28362 0.29523
C: -1.12905 2.58951 4.56708
C: -0.59028 1.35120 3.93361
C: -0.04494 0.25408 4.56280
C: 0.34278 -0.61312 3.53714
N: 0.05186 -0.07445 2.36067
N: -0.53756 1.13919 2.60110
B: -0.92714 2.16760 1.48487
N: -2.12415 1.70848 0.55594
N: -1.99191 0.92985 -0.57018
C: -3.16552 0.90105 -1.17389
C: -4.08921 1.68294 -0.46832
C: -3.39848 2.16548 0.61773
C: -3.89735 3.04280 1.71366
C: -3.39032 0.12277 -2.44740
C: -4.61927 -0.77833 -2.27437
C: -2.18037 -0.73977 -2.79360
C: -3.64239 1.12434 -3.58303
N: 0.26147 2.53584 0.60464
N: 0.67133 1.71636 -0.40195
C: 1.43642 2.45219 -1.19816
C: 1.57400 3.74652 -0.67863
C: 0.80624 3.76138 0.46160
C: 0.58462 4.86580 1.43538
C: 1.94341 1.98411 -2.53890
C: 3.19495 2.77694 -2.93393
C: 2.27203 0.50126 -2.51554
C: 0.84220 2.25634 -3.57434
C: 0.97527 -1.98012 3.67899
C: 0.03705 -3.04931 3.11025
C: 2.30522 -2.03157 2.92682
C: 1.22689 -2.27712 5.15871
H: -1.06861 2.49334 5.64996
H: -0.56079 3.47036 4.27114
H: -2.17000 2.76556 4.29972
H: 0.06366 0.11320 5.62164
H: -1.30703 3.13105 2.05925
H: -5.11782 1.87419 -0.71063
H: -4.95713 3.24513 1.56895
H: -3.77295 2.56820 2.68734
H: -3.36592 3.99343 1.73969
H: -4.47837 -1.46664 -1.43970
H: -5.51828 -0.19328 -2.08506
H: -4.78478 -1.36587 -3.17867
H: -2.02898 -1.54052 -2.06895
H: -2.33450 -1.20158 -3.77058
H: -1.26198 -0.15526 -2.83819
H: -4.49401 1.76789 -3.36213
H: -2.76962 1.75933 -3.73493
H: -3.84757 0.59445 -4.51384
H: 2.15391 4.55820 -1.07624
H: 1.21724 5.71374 1.17676
H: -0.45216 5.20237 1.43962
H: 0.84044 4.54856 2.44593
H: 3.95458 2.74140 -2.15123
H: 3.62482 2.36313 -3.84659
H: 2.96051 3.82484 -3.12467
H: 3.06024 0.29415 -1.79156
H: 1.40729 -0.09822 -2.23670
H: 2.61112 0.17211 -3.49990
H: 0.59172 3.31764 -3.60495
H: 1.17255 1.94960 -4.56817
H: -0.06348 1.70459 -3.32536
H: 0.01737 -2.99401 2.02525
H: 0.39684 -4.04078 3.39099
H: -0.98089 -2.93260 3.48742
H: 2.17710 -1.76015 1.88147
H: 3.02666 -1.34198 3.36742
H: 2.71304 -3.04173 2.98095
H: 0.29436 -2.34632 5.71949
H: 1.74557 -3.23093 5.25609
H: 1.84836 -1.50880 5.61924
C: -4.04317 -2.43123 1.29689
C: -3.87037 -3.63317 0.61637
C: -2.68395 -3.87609 -0.04374
C: -1.66758 -2.91402 -0.02119
N: -1.86564 -1.74959 0.62150
C: -3.00857 -1.51851 1.25987
C: -0.32091 -3.09300 -0.60219
C: 0.02780 -4.31670 -1.18094
C: 1.32364 -4.53458 -1.60015
C: 2.26827 -3.53183 -1.40647
C: 1.89867 -2.32085 -0.84670
C: 0.59137 -2.02188 -0.44689
H: -4.95175 -2.19835 1.83154
H: -4.65642 -4.37542 0.60332
H: -2.53538 -4.80593 -0.56800
H: -3.07759 -0.54973 1.74759
H: -0.69644 -5.11326 -1.29027
H: 1.60284 -5.47876 -2.04580
H: 3.29880 -3.70362 -1.69526
H: 2.66790 -1.57374 -0.69052
O: 4.05327 2.45189 1.88590
C: 4.03786 1.15971 1.56339
O: 3.03732 0.56607 1.27432
C: 5.42125 0.48341 1.62917
N: 6.48631 1.49201 1.77136
C: 7.24488 1.55765 0.50685
C: 6.38422 0.80584 -0.50786
C: 5.72604 -0.27878 0.33738
H: 5.38447 -0.17681 2.50082
H: 7.09039 1.28693 2.55374
H: 5.00643 2.65909 2.02258
H: 8.21889 1.06887 0.61736
H: 7.41978 2.59674 0.22042
H: 6.97117 0.40944 -1.33536
H: 5.62297 1.46942 -0.92738
H: 6.42983 -1.08726 0.54027
H: 4.82718 -0.70675 -0.10007

Results of the Löwdin charge analysis, in e, for atoms 1 through 6: atom 1 (V): 0.8021, atom 2 (C): -0.0170, atom 3 (C): -0.2630, atom 4 (C): 0.0322, atom 5 (C): -0.2253, atom 6 (N): 0.0514



Record 4
C40H57NO2PdSe as an isolated structure in a non-equilibrium geometry. Source: OMol25; level of theory: wB97M-V/def2-TZVPD.

Computed properties:
ΔE to the lowest compared entry with this formula, charge and spin: 4.1 kcal/mol
gap between HOMO and LUMO (spin up / spin down): 7.683 / 5.337 eV
spin multiplicity: 5
HOMO (spin up / spin down): -0.2611 / -0.2599 hartree

Element x y z (Å)
Pd: 1.35989 -1.58458 0.72163
C: -5.43997 2.88837 -0.76830
C: -3.93358 3.04369 -0.70105
C: -3.64845 3.83154 0.59786
C: -3.40940 3.91312 -1.79122
C: -3.19024 1.72071 -0.69494
C: -2.29234 1.36611 0.30702
C: -1.63255 0.15178 0.36976
Se: -0.40004 -0.11462 1.85968
C: 0.65706 1.36185 1.35669
C: 0.59225 2.58455 2.08252
C: 1.37443 3.68121 1.75000
C: 2.06133 3.58148 0.52115
C: 2.25467 2.41255 -0.19878
C: 1.61182 1.22119 0.27677
O: 2.00186 0.03835 -0.15200
C: 3.02829 2.36015 -1.49249
C: 2.12604 1.67344 -2.56541
C: 3.36550 3.79835 -2.06506
C: 4.29479 1.48570 -1.23883
C: 1.46107 4.91235 2.57611
C: 0.75597 6.05900 1.81171
C: 2.90025 5.29747 2.77970
C: 0.83760 4.67481 3.92916
C: -1.92850 -0.86436 -0.65271
O: -1.60230 -2.02862 -0.54624
C: -2.69589 -0.39965 -1.82636
C: -3.32454 0.81451 -1.81074
C: -2.69070 -1.34734 -2.99854
C: -3.34338 -0.61211 -4.19021
C: -1.19962 -1.71032 -3.33748
C: -3.42205 -2.71457 -2.91902
H: -5.89015 3.87966 -0.99586
H: -5.76373 2.24876 -1.56191
H: -5.80156 2.55002 0.20080
H: -4.09550 4.79296 0.55121
H: -3.91084 3.30318 1.49857
H: -2.58659 4.09998 0.67793
H: -3.94188 4.86350 -1.94886
H: -2.39662 4.15193 -1.47301
H: -3.35640 3.44568 -2.82189
H: -2.12056 2.00147 1.17259
H: -0.05801 2.52960 3.00545
H: 2.55820 4.51710 0.24532
H: 1.11734 2.18840 -2.63374
H: 2.57150 1.63367 -3.53960
H: 1.90170 0.65752 -2.25689
H: 2.47413 4.32570 -2.35379
H: 3.97926 4.41443 -1.38184
H: 3.96585 3.80230 -2.99490
H: 4.04618 0.43852 -0.95707
H: 4.82939 1.45798 -2.19583
H: 5.02540 1.91594 -0.49832
H: 1.27252 6.17071 0.85495
H: -0.24554 5.77785 1.51391
H: 0.72721 7.01622 2.39754
H: 3.48412 5.54553 1.89433
H: 2.93181 6.08568 3.53313
H: 3.42486 4.53778 3.29964
H: -0.20654 4.49155 3.76382
H: 1.30997 3.86191 4.46372
H: 0.96889 5.63352 4.53136
H: -4.06749 1.07556 -2.61060
H: -2.91193 0.40284 -4.28648
H: -3.31328 -1.15340 -5.12946
H: -4.39265 -0.55006 -3.95286
H: -0.54371 -0.81375 -3.52038
H: -0.73558 -2.32053 -2.60897
H: -1.17223 -2.36015 -4.20823
H: -4.51329 -2.60665 -2.66609
H: -3.45946 -3.09221 -3.96909
H: -3.05468 -3.47104 -2.21249
C: 0.78737 -4.18121 -1.67810
C: 1.97176 -4.98033 -1.18698
C: 3.18024 -4.07287 -1.14401
C: 1.66893 -5.69770 0.10063
C: 1.85126 -7.04050 0.26581
C: 1.53184 -7.65845 1.45531
C: 0.99803 -6.94402 2.56128
C: 0.92279 -5.57133 2.50231
C: 0.29707 -4.82588 3.66270
C: -0.92300 -4.03553 3.19163
C: 1.21355 -3.94134 4.49132
C: 1.28132 -4.87057 1.24696
N: 1.22607 -3.54239 1.27980
H: 1.07855 -3.51030 -2.50603
H: 0.34223 -3.58743 -0.88674
H: 0.03816 -4.83801 -1.99958
H: 2.12035 -5.72670 -2.00260
H: 3.13535 -3.30627 -0.34775
H: 3.45053 -3.54235 -2.07127
H: 4.10088 -4.54469 -0.81499
H: 2.18808 -7.70645 -0.49268
H: 1.81764 -8.72202 1.47415
H: 0.66331 -7.52907 3.42307
H: -0.12205 -5.61115 4.30058
H: -0.70962 -3.15038 2.62503
H: -1.50439 -3.71000 4.09096
H: -1.61581 -4.77092 2.67744
H: 1.86732 -3.36604 3.83774
H: 1.90188 -4.59688 4.90889
H: 0.66100 -3.36503 5.21859

Results of the Löwdin charge analysis, in e, for atoms 1 through 6: atom 1 (Pd): 0.6485, atom 2 (C): -0.0373, atom 3 (C): -0.5744, atom 4 (C): -0.0617, atom 5 (C): -0.0587, atom 6 (C): -0.1084



no.,calculated total energy (Eh)
1,-13909.40407
2,-2830.92329
3,-3115.98302
4,-4292.75537